a.
Molecular formula: C5H14N2O
Method: DFT, ωB97M-V/def2-TZVPD

Output
SMILES: C=CCCNCN.O
LUMO, eV: 0.832
Frontier orbital gap, eV: 9.704

```
22
Properties=species:S:1:pos:R:3:mulliken_charge:R:1
C -2.421 -1.920 1.969 -0.83
C -1.338 -1.139 1.700 -0.11
C -1.479 0.211 1.021 -0.56
C -0.135 0.814 0.578 -0.65
N 0.569 0.244 -0.567 -0.36
C 1.969 1.005 -0.773 -0.38
N 1.805 2.449 -0.637 -0.68
H -2.224 -2.809 2.726 0.20
H -3.305 -1.523 1.852 0.42
H -0.258 -1.301 2.000 0.23
H -1.901 0.942 1.797 0.26
H -2.010 0.156 0.066 0.34
H 0.608 0.695 1.505 0.28
H -0.122 1.922 0.461 0.35
H 0.629 -0.706 -0.469 0.21
H 2.199 0.814 -1.777 0.36
H 2.743 0.666 -0.119 0.35
H 1.626 2.695 0.179 0.29
H 1.005 2.852 -1.208 0.26
O 0.902 -2.119 -3.693 -0.64
H -0.004 -1.679 -3.811 0.34
H 1.143 -2.270 -2.802 0.30
```

***

b.
Molecular formula: C5H14N2O
Method: DFT, ωB97M-V/def2-TZVPD

Output
LUMO (alpha / beta), eV: 0.396 / 0.396
Frontier orbital gap (alpha / beta), eV: 8.000 / 7.998

```
22
Properties=species:S:1:pos:R:3:mulliken_charge:R:1
C 1.992 -2.022 1.000 -0.87
C -1.297 -0.976 -0.261 -1.15
N 1.662 -1.177 -0.134 -0.43
H 1.980 -1.616 -0.994 0.19
H 3.037 -2.363 1.019 0.33
H 1.347 -2.907 1.003 0.30
H 1.810 -1.469 1.924 0.26
H -0.534 -1.117 -1.020 0.28
H -1.332 -1.832 0.405 0.34
H -2.242 -0.842 -0.779 0.45
C -1.705 2.062 -1.286 -1.15
C -0.723 1.517 -0.301 0.73
N 1.573 1.713 0.262 -0.80
C -1.096 0.406 0.588 -0.49
O 0.448 2.077 -0.355 -0.06
H 1.367 1.221 1.137 0.24
H 1.960 -0.101 -0.011 0.25
H -2.546 2.529 -0.769 0.28
H -1.229 2.802 -1.928 0.36
H -2.107 1.274 -1.926 0.32
H -2.040 0.612 1.096 0.41
H -0.325 0.208 1.331 0.19
```

***

c.
Molecular formula: C5H14N2O
Method: DFT, ωB97M-V/def2-TZVPD

Output
SMILES: C/C(N)=C\O.CCN
LUMO, eV: 0.877
Frontier orbital gap, eV: 8.388

```
22
Properties=species:S:1:pos:R:3:mulliken_charge:R:1
C -1.350 2.045 -0.413 -1.68
C -1.311 0.684 0.230 0.83
N -1.476 0.670 1.629 -0.60
C -1.430 -0.462 -0.483 -0.51
O -1.665 -0.512 -1.847 -0.55
H -1.231 2.826 0.342 0.40
H -0.562 2.147 -1.151 0.36
H -2.309 2.215 -0.918 0.39
H -0.908 1.365 2.095 0.26
H -1.298 -0.245 2.024 0.26
H -1.683 -1.395 0.004 0.41
H -1.928 0.360 -2.165 0.31
C 1.909 0.157 0.114 -0.78
C 1.568 -1.216 -0.393 0.19
N 1.502 -2.176 0.695 -0.61
H 2.162 0.829 -0.704 0.26
H 0.982 0.564 0.589 0.05
H 2.727 0.152 0.834 0.36
H 2.238 -1.512 -1.214 0.34
H 0.451 -1.127 -0.759 -0.14
H 2.410 -2.288 1.136 0.22
H 1.201 -3.082 0.354 0.21
```

***

d.
Molecular formula: C5H14N2O
Method: DFT, ωB97M-V/def2-TZVPD

Output
SMILES: C[C@@H](N)CNCCO
LUMO, eV: 1.018
Frontier orbital gap, eV: 9.526

```
22
Properties=species:S:1:pos:R:3:mulliken_charge:R:1
C -1.031 -1.596 -0.418 -1.44
C -0.129 -0.985 0.754 0.84
N 0.226 -1.880 1.817 -0.55
C 1.305 -0.255 0.310 -0.85
N 1.167 0.496 -0.908 -0.15
C 0.696 1.848 -0.753 -0.58
C -0.734 1.940 -0.173 -0.24
O -1.490 1.449 -1.266 -0.64
H -0.615 -1.284 -1.322 0.53
H -1.046 -2.717 -0.404 0.38
H -2.080 -1.269 -0.313 0.26
H -0.709 -0.117 1.254 -0.10
H 0.227 -2.820 1.543 0.22
H -0.244 -1.763 2.745 0.23
H 2.034 -1.108 0.171 0.38
H 1.699 0.196 1.275 0.18
H 1.986 0.330 -1.542 0.26
H 1.379 2.531 -0.268 0.36
H 0.588 2.306 -1.867 0.28
H -0.853 1.314 0.696 -0.04
H -1.145 2.931 -0.029 0.36
H -1.231 0.454 -1.302 0.34
```

***

c ends up most stable, edging out the next structure by 17.6 kcal/mol.

***

a.
Molecular formula: C5H12
Method: DFT, ωB97M-V/def2-TZVPD

Output
SMILES: CCC(C)C
LUMO, eV: 1.179
Frontier orbital gap, eV: 11.918

```
17
Properties=species:S:1:pos:R:3:mulliken_charge:R:1
C -0.421 1.014 -1.695 -0.96
C 0.172 0.994 -0.279 -0.53
C 0.437 -0.432 0.329 0.47
C 0.843 -0.252 1.826 -1.17
C -0.717 -1.348 0.059 -1.33
H -0.026 2.091 -2.203 0.28
H -1.670 0.993 -1.728 0.21
H -0.071 -0.004 -2.385 0.22
H 1.137 1.469 -0.260 0.38
H -0.547 1.577 0.342 0.31
H 1.268 -0.860 -0.329 0.20
H -0.003 0.480 2.211 0.26
H 1.803 0.278 1.858 0.32
H 0.834 -1.238 2.313 0.36
H -0.523 -2.389 0.382 0.37
H -1.596 -0.955 0.589 0.29
H -0.919 -1.418 -1.029 0.32
```

***

b.
Molecular formula: C5H12
Method: DFT, ωB97M-V/def2-TZVPD

Output
SMILES: C=C.CCC
LUMO, eV: 1.282
Frontier orbital gap, eV: 10.958

```
17
Properties=species:S:1:pos:R:3:mulliken_charge:R:1
C -2.095 -2.214 5.428 -0.46
C -2.124 -1.058 6.139 -0.51
H -1.348 -2.969 5.616 0.24
H -2.717 -2.232 4.545 0.24
H -1.581 -1.133 7.067 0.24
H -2.223 -0.122 5.597 0.26
C 1.982 0.309 -3.943 -0.95
C 1.456 1.365 -2.976 -0.33
C -0.017 1.119 -2.540 -1.11
H 3.041 0.455 -4.127 0.30
H 1.712 -0.600 -3.402 0.27
H 1.395 0.375 -4.867 0.27
H 1.933 1.216 -1.998 0.25
H 1.579 2.399 -3.264 0.35
H -0.148 0.071 -2.296 0.32
H -0.688 1.345 -3.371 0.33
H -0.158 1.673 -1.609 0.30
```

***

a ends up most stable, edging out the next structure by 12.3 kcal/mol.

***

a.
Molecular formula: C3H10N3O
Method: DFT, ωB97M-V/def2-TZVPD

Output
Charge: +1
LUMO, eV: -3.739
Frontier orbital gap, eV: 10.737

```
17
Properties=species:S:1:pos:R:3:mulliken_charge:R:1
C -0.818 0.861 -1.145 0.53
C -1.130 0.340 0.566 0.58
C 0.612 1.246 -1.058 -0.96
N 1.258 -2.092 -0.579 -0.91
N -2.179 0.838 1.121 -0.28
N -0.249 -0.561 0.994 -0.28
O -1.507 0.896 -2.199 -0.46
H 0.965 1.635 -2.053 0.28
H 1.142 0.390 -0.714 0.26
H 0.774 1.953 -0.312 0.38
H 1.410 -1.986 -1.634 0.30
H 2.163 -2.221 -0.258 0.24
H -2.449 0.750 2.047 0.22
H -2.698 1.443 0.556 0.23
H 0.710 -2.882 -0.418 0.27
H -0.290 -0.903 1.893 0.21
H 0.382 -1.097 0.360 0.38
```

***

b.
Molecular formula: C3H10N3O
Method: DFT, ωB97M-V/def2-TZVPD

Output
SMILES: NCCOC(N)=[NH2+]
Charge: +1
LUMO, eV: -3.014
Frontier orbital gap, eV: 10.949

```
17
Properties=species:S:1:pos:R:3:mulliken_charge:R:1
N 1.743 -0.883 0.263 -0.62
C 1.616 0.589 0.389 -0.38
C 0.515 1.202 -0.525 -0.60
O -0.807 1.143 -0.113 -0.32
C -1.388 -0.071 -0.055 0.71
N -0.914 -1.156 -0.581 -0.30
N -2.631 -0.119 0.460 -0.38
H 2.497 -1.176 -0.346 0.22
H 1.791 -1.445 1.120 0.23
H 2.712 1.070 0.273 0.33
H 1.288 0.812 1.412 0.34
H 0.527 2.307 -0.544 0.33
H 0.628 0.825 -1.578 0.39
H 0.107 -1.238 -0.584 0.32
H -1.470 -1.941 -0.473 0.25
H -3.241 -0.719 0.135 0.21
H -2.974 0.801 0.745 0.27
```

***

b ends up most stable, edging out the next structure by 16.9 kcal/mol.